[1]
Here is the molecule C5H6FNO from the OMol25 dataset. Energies are from the ωB97M-V functional and the def2-TZVPD basis.

Geometry as XYZ:
```
14
Properties=species:S:1:pos:R:3:forces:R:3:nbo_charge:R:1
C -0.67326 -0.49802 1.25231 0.37 -2.15 -0.77 -0.662
C 0.13982 0.46126 0.31226 0.26 1.21 1.91 0.284
C -0.72301 1.04814 -0.79615 -1.31 -1.43 1.76 -0.647
F 0.63047 1.57832 1.13991 -0.72 -1.80 -1.02 -0.377
C 1.44704 -0.30604 -0.15344 -1.47 1.74 2.56 0.461
O 2.42655 -0.25924 0.54912 -0.49 -0.65 -1.66 -0.410
C 1.16460 -1.14867 -1.30784 1.43 -0.90 -0.31 0.137
N 1.09122 -1.93007 -2.14596 -0.35 0.15 -0.11 -0.201
H -1.71189 -0.09558 1.40996 1.40 -0.04 0.69 0.242
H 0.00356 -0.87221 2.10626 -1.46 1.23 -0.79 0.251
H -0.94201 -1.52892 0.75628 0.75 1.91 0.21 0.231
H -1.82271 0.90824 -0.55800 1.27 -0.59 -0.69 0.223
H -0.32528 0.55985 -1.63884 -0.65 -0.43 -1.80 0.219
H -0.70508 2.08294 -0.92587 0.98 1.74 0.00 0.248
```
Positions in Å, forces in eV/Å.

relative energy (zero: lowest compared OMol25 entry of this formula, charge and spin) = 64.4 kcal/mol
HOMO = -11.20 eV
orbital gap = 10.30 eV
SMILES string = CC(C)(F)C(=O)C#N

---

[2]
Here is a structure of composition C19H14GaIN5O2S3Sb from the OMol25 dataset. Energies are from the ωB97M-V functional and the def2-TZVPD basis.

Geometry as XYZ:
```
46
Properties=species:S:1:pos:R:3:forces:R:3:mulliken_spin:R:1
Ga -0.05114 -0.08348 -0.33539 -0.02 0.01 -0.02 0.037
I 0.07564 -0.15891 2.85254 0.04 0.01 0.00 0.003
C 2.14281 -0.08260 2.52895 -0.06 0.00 0.01 -0.003
C 2.91010 -0.09970 3.65817 -0.01 -0.01 0.03 -0.001
C 4.31300 -0.05613 3.56302 0.04 0.00 -0.01 0.000
C 4.89846 0.00361 2.33552 -0.02 0.00 0.00 0.000
C 4.11866 0.02211 1.15382 -0.11 0.00 0.05 0.000
C 4.76572 0.07793 -0.10257 0.03 0.01 -0.03 0.000
C 4.03732 0.09203 -1.25041 -0.04 0.00 0.01 0.000
C 2.62804 0.05236 -1.18559 0.07 0.01 0.02 0.004
C 1.93542 -0.00523 0.00048 -0.05 0.04 0.00 0.005
C 2.69065 -0.02038 1.21495 0.07 -0.02 -0.06 -0.002
H 2.43998 -0.15187 4.63055 0.01 0.00 0.00 0.000
H 4.90918 -0.07537 4.46625 0.01 0.00 -0.01 0.000
H 5.97749 0.03296 2.23764 0.00 0.00 0.00 0.000
H 5.84931 0.10524 -0.12325 -0.01 0.00 0.00 0.000
H 4.52778 0.13172 -2.21549 0.00 0.00 0.00 0.000
H 2.07842 0.07226 -2.11978 0.01 0.00 -0.01 -0.004
S -3.73983 2.29020 -2.24249 -0.17 -0.02 -0.05 0.347
Sb -1.46685 2.18743 -2.19395 0.27 -0.06 0.02 0.354
S -0.61585 -0.00654 -2.61188 -0.07 0.06 0.01 0.104
S -0.44637 2.41065 -0.09875 0.02 0.05 -0.05 0.130
O -5.30791 4.83812 1.68839 -0.03 0.03 0.00 0.000
C -6.25334 3.85136 1.36067 0.01 -0.01 0.01 0.000
N -5.67858 2.65792 0.77896 0.09 0.02 0.10 -0.009
C -4.84970 1.92156 1.57842 -0.07 0.11 -0.05 0.001
O -4.63757 2.20450 2.74624 -0.02 -0.05 0.06 0.000
C -4.22070 0.75378 0.89908 0.02 -0.06 -0.03 -0.019
C -4.94685 -0.16321 0.15634 -0.04 0.01 0.05 -0.005
C -4.26795 -1.17363 -0.49852 0.02 -0.02 -0.03 -0.005
C -2.88646 -1.17928 -0.46146 -0.01 0.03 0.02 0.020
N -2.18397 -0.26984 0.22164 0.01 -0.06 0.01 0.013
C -2.84219 0.64928 0.92437 0.00 0.03 0.00 0.023
H -4.74998 4.46313 2.38216 0.01 -0.03 0.00 0.000
H -6.93508 4.29083 0.63705 0.00 0.01 -0.02 0.000
H -6.81126 3.53937 2.24592 -0.02 0.02 0.01 0.000
H -5.41522 2.68724 -0.20069 -0.01 -0.05 -0.04 0.015
H -6.02461 -0.07985 0.09302 0.01 0.00 -0.01 0.003
H -4.78989 -1.92036 -1.07916 0.00 0.00 0.00 0.000
H -2.30925 -1.90899 -1.01016 0.01 0.01 0.00 0.004
H -2.25115 1.37941 1.45895 0.03 -0.04 0.02 -0.013
N -0.10772 -2.13905 -0.15988 0.00 0.03 -0.06 -0.005
C 0.29852 -3.23180 -0.08769 -0.02 -0.23 0.09 0.002
N 0.61479 -4.47195 -0.06402 0.12 0.17 0.06 0.001
C 1.61538 -4.89712 0.69833 -0.11 -0.01 -0.10 0.000
N 2.46494 -5.36644 1.32974 0.00 0.01 0.00 0.000
```
Positions in Å, forces in eV/Å.

relative energy (zero: lowest compared OMol25 entry of this formula, charge and spin) = 0.0 kcal/mol
HOMO (spin up / spin down) = -5.30 / -5.74 eV
charge = -1
orbital gap (spin up / spin down) = 7.55 / 6.12 eV
spin multiplicity = 2
<S²> = 0.761